--- w ---
# C45H105N15O15

A cluster of 15 separate species, C45H105N15O15 in total (wB97M-V/def2-TZVPD, the Open Molecules 2025 dataset).

Computed properties:
orbital gap: 8.5 eV
LUMO level: -0.0007 Eh
net charge: 0
multiplicity: 1

Atoms and positions in Å:
C -6.07 13.21 15.27
C -5.64 13.94 16.51
O -6.20 15.01 16.78
N -4.67 13.34 17.30
C -4.31 13.82 18.59
H -5.96 12.11 15.24
H -5.52 13.54 14.39
H -7.14 13.32 15.11
H -4.39 12.41 17.06
H -3.88 14.80 18.67
H -3.77 13.03 19.12
H -5.23 13.82 19.22
C -12.10 11.53 5.83
C -12.49 12.58 6.81
O -13.11 13.60 6.46
N -12.22 12.29 8.09
C -12.63 13.14 9.16
H -12.45 11.71 4.81
H -12.48 10.53 6.08
H -11.01 11.45 5.71
H -11.85 11.38 8.32
H -13.29 13.89 8.75
H -11.72 13.58 9.56
H -13.14 12.55 9.90
C -3.94 12.72 11.66
C -5.30 13.24 11.38
O -6.18 13.02 12.20
N -5.47 13.96 10.27
C -4.48 14.34 9.31
H -3.88 12.24 12.62
H -3.13 13.45 11.63
H -3.73 12.01 10.86
H -6.40 14.34 10.15
H -4.51 13.64 8.46
H -3.48 14.12 9.69
H -4.57 15.38 9.05
C -12.80 12.55 14.92
C -12.42 11.86 16.24
O -11.29 11.93 16.73
N -13.41 11.15 16.81
C -13.21 10.45 18.07
H -11.94 13.08 14.53
H -13.60 13.27 15.07
H -13.10 11.75 14.23
H -14.36 11.39 16.59
H -12.13 10.40 18.27
H -13.42 9.36 17.95
H -13.78 10.79 18.92
C -9.50 14.91 16.78
C -10.59 15.91 17.02
O -10.65 16.63 18.00
N -11.64 15.82 16.13
C -12.74 16.73 16.22
H -9.88 13.89 16.88
H -8.79 15.08 17.60
H -8.99 15.06 15.83
H -11.43 15.43 15.22
H -13.29 16.54 17.15
H -13.49 16.60 15.43
H -12.46 17.78 16.28
C -11.85 9.77 11.38
C -11.69 9.02 10.06
O -11.31 9.55 9.09
N -11.83 7.68 10.10
C -11.47 6.89 8.92
H -12.19 9.10 12.17
H -12.68 10.49 11.18
H -11.02 10.36 11.72
H -12.46 7.28 10.77
H -10.38 6.81 8.87
H -11.87 7.30 8.00
H -11.81 5.85 8.99
C -10.19 13.67 12.18
C -9.51 14.71 13.05
O -10.19 15.35 13.92
N -8.19 14.94 12.84
C -7.41 15.90 13.54
H -10.71 12.96 12.81
H -9.43 13.04 11.66
H -10.84 14.10 11.44
H -7.67 14.25 12.28
H -7.99 16.77 13.85
H -6.55 16.21 12.94
H -7.00 15.46 14.46
C -14.33 19.08 12.21
C -13.00 18.84 11.51
O -12.08 19.59 11.66
N -12.95 17.73 10.71
C -11.73 17.28 10.02
H -14.23 19.74 13.05
H -14.77 18.13 12.56
H -15.04 19.42 11.44
H -13.75 17.15 10.65
H -11.81 16.18 9.89
H -10.82 17.41 10.60
H -11.65 17.63 8.99
C -14.28 14.99 12.64
C -14.35 13.47 12.42
O -13.35 12.82 12.28
N -15.62 12.90 12.42
C -15.85 11.53 12.07
H -13.26 15.31 12.53
H -14.63 15.19 13.66
H -15.00 15.51 12.00
H -16.39 13.54 12.44
H -14.89 11.07 11.83
H -16.50 11.39 11.20
H -16.31 10.96 12.88
C -4.13 18.06 11.78
C -2.66 17.64 11.72
O -2.34 16.45 11.67
N -1.73 18.63 11.67
C -1.97 20.05 11.38
H -4.65 17.13 11.56
H -4.40 18.80 11.03
H -4.41 18.37 12.78
H -0.78 18.27 11.66
H -1.09 20.60 11.74
H -2.80 20.43 11.96
H -2.01 20.22 10.31
C -8.71 20.52 12.76
C -8.66 20.90 11.29
O -8.03 21.85 10.89
N -9.26 20.00 10.43
C -9.33 20.17 8.95
H -8.09 21.19 13.34
H -8.44 19.48 12.92
H -9.72 20.62 13.18
H -9.89 19.33 10.84
H -8.59 19.52 8.48
H -9.16 21.21 8.70
H -10.36 19.95 8.66
C -1.41 19.70 16.35
C -2.58 18.72 16.45
O -2.66 18.01 17.41
N -3.29 18.48 15.31
C -4.61 17.89 15.40
H -1.33 20.24 15.40
H -0.46 19.25 16.59
H -1.57 20.47 17.12
H -3.13 19.07 14.52
H -4.91 17.51 16.36
H -4.61 17.06 14.67
H -5.41 18.52 14.99
C -8.86 11.12 14.29
C -9.43 9.72 14.28
O -9.13 8.90 13.51
N -10.29 9.49 15.29
C -10.87 8.19 15.51
H -9.42 11.82 13.63
H -7.85 11.13 13.89
H -8.91 11.62 15.25
H -10.63 10.30 15.80
H -11.17 7.73 14.57
H -11.82 8.28 16.06
H -10.24 7.55 16.13
C -8.40 10.43 10.08
C -6.96 10.15 10.30
O -6.19 10.14 9.42
N -6.59 9.92 11.59
C -5.25 9.59 12.01
H -8.51 11.50 9.87
H -8.99 10.18 10.97
H -8.78 9.89 9.22
H -7.31 9.74 12.29
H -4.57 9.50 11.17
H -5.28 8.60 12.49
H -4.90 10.29 12.76
C -8.59 19.68 17.54
C -9.02 19.22 16.18
O -8.21 18.80 15.38
N -10.35 19.12 16.00
C -10.95 18.45 14.82
H -9.34 20.35 17.98
H -7.64 20.20 17.49
H -8.49 18.83 18.21
H -10.94 19.41 16.75
H -10.44 18.72 13.90
H -11.99 18.76 14.66
H -10.93 17.37 14.94

---

--- x ---
# C45H105N15O15

A cluster of 15 separate species, C45H105N15O15 in total (wB97M-V/def2-TZVPD, the Open Molecules 2025 dataset).

Computed properties:
orbital gap: 7.8 eV
LUMO level: -0.0094 Eh
net charge: 0
multiplicity: 1

Atoms and positions in Å:
C -0.05 3.92 -4.72
C 0.27 3.77 -6.20
O 1.37 3.37 -6.54
N -0.73 4.08 -7.07
C -0.51 3.99 -8.51
H 0.58 4.68 -4.26
H -0.04 2.98 -4.18
H -1.09 4.24 -4.61
H -1.42 4.75 -6.77
H -0.09 3.02 -8.77
H 0.21 4.77 -8.76
H -1.45 3.98 -9.05
C 5.16 1.75 -4.22
C 4.88 2.91 -3.28
O 5.67 3.85 -3.26
N 3.73 2.92 -2.57
C 2.69 1.91 -2.61
H 4.52 1.75 -5.10
H 5.16 0.81 -3.66
H 6.17 1.82 -4.63
H 3.53 3.75 -2.03
H 2.20 1.98 -3.59
H 1.94 2.12 -1.85
H 3.08 0.90 -2.47
C -4.43 4.29 3.97
C -2.97 4.50 3.63
O -2.36 5.46 4.08
N -2.36 3.52 2.94
C -2.92 2.33 2.33
H -4.61 3.81 4.92
H -4.96 3.73 3.19
H -4.92 5.27 3.98
H -1.35 3.60 2.85
H -3.64 2.59 1.55
H -3.36 1.69 3.10
H -2.15 1.74 1.84
C -2.70 -3.39 0.98
C -1.84 -3.75 2.18
O -1.69 -2.99 3.13
N -1.14 -4.90 2.09
C 0.04 -5.18 2.87
H -2.64 -4.18 0.24
H -2.34 -2.45 0.58
H -3.74 -3.27 1.31
H -1.37 -5.54 1.35
H 0.91 -4.68 2.44
H 0.37 -6.22 2.88
H -0.15 -4.86 3.89
C 2.24 0.32 -6.39
C 1.99 -0.98 -5.63
O 2.97 -1.67 -5.37
N 0.74 -1.32 -5.29
C -0.44 -0.51 -5.66
H 3.15 0.26 -6.98
H 2.32 1.10 -5.62
H 1.43 0.66 -7.03
H 0.53 -2.22 -4.89
H -0.28 0.54 -5.43
H -1.34 -0.88 -5.17
H -0.57 -0.67 -6.73
C -4.41 0.72 -5.00
C -3.61 1.57 -4.03
O -2.41 1.74 -4.18
N -4.28 1.99 -2.93
C -3.66 2.75 -1.86
H -3.86 -0.15 -5.33
H -4.67 1.35 -5.86
H -5.36 0.37 -4.58
H -5.25 1.76 -2.83
H -3.97 3.79 -1.88
H -2.58 2.68 -1.81
H -3.93 2.31 -0.90
C 3.24 -3.52 -2.41
C 3.45 -2.92 -1.04
O 2.56 -2.34 -0.41
N 4.63 -3.17 -0.45
C 4.87 -2.93 0.96
H 4.21 -3.61 -2.91
H 2.58 -2.86 -2.96
H 2.75 -4.48 -2.31
H 5.35 -3.60 -1.00
H 5.65 -3.57 1.38
H 3.94 -3.10 1.51
H 5.17 -1.90 1.16
C 3.57 3.99 1.75
C 2.55 4.20 0.63
O 2.95 4.69 -0.42
N 1.30 3.80 0.88
C 0.23 3.83 -0.12
H 3.13 3.71 2.71
H 4.13 4.92 1.82
H 4.34 3.26 1.50
H 1.03 3.50 1.81
H -0.67 4.37 0.17
H -0.11 2.80 -0.25
H 0.63 4.22 -1.05
C -2.75 -1.34 6.15
C -3.66 -0.66 5.17
O -4.71 -0.13 5.53
N -3.36 -0.79 3.87
C -4.14 -0.24 2.80
H -3.33 -1.62 7.03
H -1.89 -0.73 6.43
H -2.35 -2.30 5.82
H -2.66 -1.48 3.59
H -4.80 -1.02 2.40
H -3.51 0.10 1.97
H -4.73 0.61 3.13
C -4.36 -0.98 -1.39
C -4.13 -2.14 -2.33
O -3.54 -2.05 -3.39
N -4.61 -3.33 -1.90
C -4.52 -4.55 -2.70
H -4.60 -1.28 -0.37
H -5.09 -0.23 -1.70
H -3.39 -0.47 -1.34
H -5.23 -3.35 -1.10
H -3.50 -4.93 -2.60
H -4.78 -4.35 -3.74
H -5.14 -5.33 -2.26
C -0.43 -0.08 -2.28
C -0.54 -0.05 -0.79
O -1.49 0.56 -0.26
N 0.28 -0.80 -0.06
C 0.12 -0.90 1.37
H -1.36 -0.42 -2.73
H 0.39 -0.71 -2.63
H -0.33 0.95 -2.63
H 1.17 -1.19 -0.38
H 0.69 -0.07 1.79
H 0.52 -1.83 1.78
H -0.92 -0.79 1.67
C 3.19 0.58 2.65
C 4.57 0.61 3.26
O 5.51 0.96 2.55
N 4.69 0.28 4.55
C 6.01 0.23 5.17
H 2.43 0.47 3.44
H 3.08 -0.28 1.99
H 2.92 1.47 2.08
H 3.88 0.08 5.13
H 6.01 0.19 6.25
H 6.57 1.11 4.86
H 6.52 -0.66 4.81
C 1.33 -2.45 4.82
C 1.66 -1.66 6.07
O 2.64 -0.93 6.10
N 0.79 -1.76 7.09
C 0.89 -1.01 8.33
H 0.36 -2.10 4.44
H 1.28 -3.53 4.94
H 2.09 -2.21 4.08
H -0.01 -2.37 7.01
H -0.01 -0.39 8.44
H 1.80 -0.44 8.40
H 0.92 -1.70 9.18
C 0.16 0.68 4.59
C 0.76 2.07 4.45
O 0.64 2.61 3.35
N 1.40 2.68 5.46
C 1.71 2.02 6.72
H -0.89 0.79 4.91
H 0.53 0.05 5.41
H 0.26 0.06 3.70
H 1.70 3.62 5.27
H 2.65 1.46 6.68
H 0.91 1.34 6.97
H 1.89 2.77 7.48
C -0.38 -3.93 -2.10
C -0.28 -4.12 -3.60
O 0.66 -4.71 -4.12
N -1.29 -3.63 -4.34
C -1.31 -3.80 -5.78
H -1.45 -4.03 -1.88
H 0.01 -2.95 -1.86
H 0.18 -4.74 -1.66
H -2.07 -3.12 -3.92
H -0.36 -3.47 -6.19
H -2.13 -3.32 -6.33
H -1.48 -4.85 -6.00

---

What is the stability order? It is x, w, from most stable to least stable.